80
Properties=species:S:1:pos:R:3 method="wB97M-V/def2-TZVPD" total_energy_ev=-60598.2561 orbital_gap_ev=7.92 largest_force_ev_per_a=2.608 smiles="FC(F)(F)CN(c1ccccc1)c1ccc(C(c2ccc(N(CC(F)(F)F)c3ccccc3)cc2)N2CCCN3CC[NH+]=C32)cc1" charge=+1
F -2.772 4.206 -5.172
C -1.553 3.822 -4.715
F -1.487 2.452 -4.799
F -0.604 4.306 -5.587
C -1.236 4.274 -3.322
N 0.115 3.814 -2.987
C 1.114 4.811 -3.013
C 0.889 6.011 -2.308
C 1.785 7.066 -2.426
C 2.879 6.962 -3.294
C 3.083 5.788 -4.027
C 2.220 4.707 -3.877
C 0.323 2.538 -2.511
C 1.627 1.998 -2.430
C 1.835 0.767 -1.822
C 0.777 0.092 -1.211
C 1.066 -1.125 -0.347
C 0.194 -1.275 0.894
C 0.027 -2.540 1.462
C -0.729 -2.709 2.612
C -1.304 -1.593 3.262
N -2.046 -1.748 4.409
C -2.525 -3.080 4.796
C -3.870 -3.277 4.168
F -4.431 -4.493 4.384
F -4.740 -2.319 4.634
F -3.784 -3.090 2.808
C -2.227 -0.724 5.363
C -3.047 0.387 5.097
C -3.401 1.251 6.133
C -2.877 1.059 7.415
C -2.016 -0.014 7.671
C -1.705 -0.912 6.656
C -1.096 -0.313 2.710
C -0.336 -0.161 1.560
C -0.529 0.538 -1.425
C -0.761 1.751 -2.058
H -1.239 5.365 -3.325
H -1.988 3.883 -2.639
H 0.001 6.083 -1.674
H 1.615 7.975 -1.846
H 3.566 7.800 -3.406
H 3.912 5.706 -4.729
H 2.355 3.781 -4.439
H 2.477 2.548 -2.824
H 2.845 0.341 -1.788
H 2.082 -0.975 0.045
H 0.496 -3.425 1.021
H -0.842 -3.711 3.015
H -1.863 -3.868 4.445
H -2.635 -3.112 5.881
H -3.417 0.537 4.081
H -4.089 2.070 5.930
H -3.141 1.749 8.219
H -1.591 -0.164 8.663
H -1.047 -1.767 6.830
H -1.539 0.559 3.183
H -0.156 0.843 1.173
H -1.380 -0.044 -1.065
H -1.782 2.102 -2.148
C -0.156 -4.241 -2.014
C -0.218 -2.753 -1.778
N 1.039 -2.319 -1.134
C 2.190 -2.911 -1.537
N 2.233 -3.983 -2.328
C 1.052 -4.658 -2.836
C 3.606 -4.374 -2.602
C 4.433 -3.389 -1.788
N 3.431 -2.530 -1.199
H -0.146 -4.761 -1.051
H -1.065 -4.551 -2.533
H -0.348 -2.218 -2.734
H -1.050 -2.482 -1.120
H 1.208 -5.744 -2.779
H 0.890 -4.414 -3.899
H 3.797 -5.414 -2.298
H 3.840 -4.300 -3.672
H 5.016 -3.893 -1.010
H 5.118 -2.810 -2.415
H 3.631 -1.756 -0.577